*i*
Below is a structure of composition C7H13NO2, with properties calculated with wB97M-V/def2-TZVPD.

XYZ file:
```
23
Properties=species:S:1:pos:R:3:lowdin_charge:R:1
H 1.107 -1.209 2.411 0.102
H -0.571 1.854 1.394 0.062
C 0.510 0.219 0.733 -0.556
H -2.753 -1.145 -2.369 0.073
C -1.212 -0.863 -0.795 -0.491
H -0.410 1.034 -0.990 0.112
N 1.264 -0.512 -1.856 0.100
O -1.381 -1.937 -0.367 0.117
O 1.116 -0.239 -2.976 0.065
H -0.008 -1.766 1.387 0.050
C -2.294 -0.327 -1.809 -0.010
H -1.857 0.450 -2.573 0.109
H 1.700 -1.530 0.796 0.070
H 1.725 2.051 0.123 0.121
C -0.166 0.081 -0.617 -0.110
H 2.071 0.477 -0.532 0.011
H -3.096 0.088 -1.274 0.050
H 0.457 1.149 2.587 0.077
C 0.855 -1.181 1.319 -0.031
H 2.566 0.921 1.080 0.078
C -0.243 0.958 1.823 -0.035
C 1.794 0.938 0.359 -0.063
H -1.174 0.489 2.147 0.099
```

Computed properties:
- Kohn-Sham gap (eV) = 8.14

***

*ii*
Below is the molecule C7H13NO2, with properties calculated with wB97M-V/def2-TZVPD.

XYZ file:
```
23
Properties=species:S:1:pos:R:3:lowdin_charge:R:1
H 1.882 1.285 -0.020 0.151
H 0.015 -2.045 -1.521 0.103
C 0.820 1.171 -0.405 -0.101
C 0.320 -0.219 -0.260 -0.493
C -1.922 -1.150 0.412 -0.313
H 1.799 -1.375 -1.462 0.127
H -0.260 3.018 0.131 0.053
N -1.164 -0.096 -0.001 -0.020
O 2.369 -1.087 0.841 -0.085
H 0.552 -0.624 -2.426 0.060
H 2.842 -1.104 1.693 0.098
H 0.641 -1.992 0.890 0.133
C 0.658 -1.094 -1.474 -0.019
H -2.340 1.592 0.696 0.139
H 0.674 1.410 -1.426 0.103
C -1.499 1.327 -0.009 -0.145
C 0.925 -0.899 0.943 -0.186
O -3.065 -0.998 0.818 0.019
H -0.141 1.906 1.387 0.117
H 0.565 -0.511 1.874 0.124
H -1.932 1.464 -1.039 0.142
H -1.509 -2.046 0.039 0.111
C -0.230 2.067 0.322 -0.119
```

Computed properties:
- Kohn-Sham gap (eV) = 9.82
- SMILES string = C[C@@]1(CO)CCCN1C=O

***

Ranked by calculated energy, most stable first: *ii*, *i*.

***

*i*
Below is a structure of composition C7H13NO2, with properties calculated with wB97M-V/def2-TZVPD.

XYZ file:
```
23
Properties=species:S:1:pos:R:3:lowdin_charge:R:1
O -0.029 -1.510 1.297 0.041
C 0.498 0.764 0.664 -0.234
H -0.195 2.143 2.073 0.072
N -2.509 0.605 -0.723 0.064
H 1.531 1.147 -1.175 0.119
H 0.434 -0.361 -1.179 0.096
H 3.266 0.028 0.396 0.080
C 2.510 -0.536 -0.162 -0.090
O -1.443 0.117 1.999 0.022
H -2.012 1.361 -1.176 0.090
C -0.820 -0.923 -1.604 -0.030
C -1.741 -0.566 -0.594 -0.300
H -0.633 -1.982 -1.726 0.091
H -0.872 -0.386 -2.545 0.094
H 1.226 2.712 1.015 0.073
C 1.332 0.361 -0.448 -0.220
H -0.481 -1.941 2.036 0.120
H 2.979 -0.884 -1.082 0.073
C 0.518 1.940 1.285 0.099
H -2.290 -1.378 -0.130 0.135
H -2.849 0.924 0.177 0.083
C -0.635 -0.255 1.149 -0.545
H 2.214 -1.381 0.456 0.066
```

Computed properties:
- Kohn-Sham gap (eV) = 7.14

***

*ii*
Below is the molecule C7H13NO2, with properties calculated with wB97M-V/def2-TZVPD.

XYZ file:
```
23
Properties=species:S:1:pos:R:3:lowdin_charge:R:1
N -2.328 0.488 1.196 0.174
C 1.739 -0.279 -0.750 -0.085
H -0.233 1.712 -1.805 0.095
O -2.983 0.265 -0.952 0.045
C -0.551 -1.869 0.324 -0.050
H 2.999 0.011 0.910 0.059
H 1.665 -0.563 -1.792 0.109
H -0.696 -0.723 -1.508 0.140
C 0.226 1.800 -0.824 -0.005
C 0.418 0.470 -0.116 -0.542
C -0.652 -0.550 -0.433 -0.229
H 1.178 2.298 -0.989 0.087
H -1.414 -2.489 0.094 0.089
C 2.878 -0.378 -0.091 0.012
C -2.137 0.126 -0.095 -0.485
H -3.221 0.880 1.458 0.114
H 0.872 -0.103 1.679 0.096
H 0.360 -2.399 0.048 0.078
H -0.544 -1.719 1.404 0.077
O 0.574 0.710 1.254 -0.015
H -1.520 0.590 1.792 0.088
H -0.410 2.464 -0.245 0.091
H 3.780 -0.741 -0.561 0.056
```

Computed properties:
- Kohn-Sham gap (eV) = 9.92
- SMILES string = C=C[C@](C)(O)[C@@H](C)C(N)=O

***

Ranked by calculated energy, most stable first: *ii*, *i*.

***

*i*
Below is a cluster of 6 separate species, C2H14NO5 in total, with properties calculated with wB97M-V/def2-TZVPD.

XYZ file:
```
22
Properties=species:S:1:pos:R:3:lowdin_charge:R:1
H -1.534 -1.807 -0.466 0.107
H 1.083 -2.425 0.555 0.108
H 1.260 -4.197 -2.841 0.041
H 0.244 -4.321 -3.969 0.053
H -0.061 1.396 -1.921 -0.005
H 1.060 1.027 1.620 0.187
C 0.672 -1.769 -0.214 -0.152
H -0.409 2.795 1.642 -0.033
O 0.399 -3.878 -3.125 -0.056
O -0.557 3.268 2.465 -0.024
O -1.307 0.346 3.451 -0.054
H -0.823 1.107 3.126 -0.025
O 0.264 2.069 0.244 0.209
O 0.367 0.992 -2.681 -0.040
H 0.625 -0.818 0.338 0.022
H 1.393 -1.543 -1.040 0.114
H -0.783 4.196 2.426 0.068
C 1.126 1.382 0.552 0.227
H -1.796 0.550 4.253 0.053
N -0.611 -2.177 -0.641 0.065
H 0.975 1.675 -2.985 0.051
H -0.684 -3.021 -1.210 0.082
```

Computed properties:
- charge = +1
- Kohn-Sham gap (eV) = 3.74

***

*ii*
Below is a cluster of 5 separate species, C2H14NO5 in total, with properties calculated with wB97M-V/def2-TZVPD.

XYZ file:
```
22
Properties=species:S:1:pos:R:3:lowdin_charge:R:1
H -0.190 3.631 1.829 -0.008
H 0.854 0.315 0.370 0.092
O 0.404 1.044 -3.765 -0.051
O -1.004 -1.270 2.512 0.066
H 0.714 -1.946 -0.605 0.110
H 0.245 -2.554 0.918 0.164
H 1.825 -2.356 0.589 0.161
O -0.248 2.756 2.084 -0.047
O 1.182 0.316 -1.502 -0.118
H -1.218 -0.491 -1.805 0.053
H 0.898 1.883 -3.934 0.103
H 0.746 2.600 2.257 0.093
C -0.644 -0.431 1.685 -0.264
H 0.515 0.510 -4.575 0.089
H -2.658 -0.574 -0.882 0.108
H 1.330 1.223 -1.147 0.077
H 1.456 -0.427 1.762 0.136
N 0.912 -1.985 0.359 0.257
O -1.656 -0.692 -0.940 -0.084
H -1.348 0.442 1.601 0.141
C 0.646 -0.542 1.060 -0.083
H 1.010 0.252 -2.473 0.008
```

Computed properties:
- charge = +1
- Kohn-Sham gap (eV) = 10.38

***

Ranked by calculated energy, most stable first: *ii*, *i*.

***

*i*
Below is a structure of composition CH4OP2, with properties calculated with wB97M-V/def2-TZVPD.

XYZ file:
```
8
Properties=species:S:1:pos:R:3:lowdin_charge:R:1
H -0.711 -1.558 -1.256 -0.110
H -0.369 2.144 -0.261 0.022
P -1.456 -0.661 -0.208 0.684
C -0.034 1.124 0.082 -0.483
O 1.834 -0.913 0.337 -0.553
H 0.136 1.083 1.121 -0.037
H -0.694 -1.219 0.861 -0.156
P 1.294 0.001 -0.678 0.634
```

Computed properties:
- Kohn-Sham gap (eV) = 8.81

***

*ii*
Below is a cluster of 2 separate species, CH4OP2 in total, with properties calculated with wB97M-V/def2-TZVPD.

XYZ file:
```
8
Properties=species:S:1:pos:R:3:lowdin_charge:R:1
H -1.886 0.000 1.228 -0.077
H -0.433 1.863 0.465 -0.049
H -0.359 -1.328 0.015 -0.115
H 1.254 1.166 0.288 -0.040
O 0.538 -1.774 -1.406 -0.698
C 0.170 1.019 0.296 -0.498
P 1.130 -0.570 -2.066 0.813
P -0.413 -0.377 1.179 0.664
```

Computed properties:
- Kohn-Sham gap (alpha / beta) (eV) = 6.60 / 6.33

***

Ranked by calculated energy, most stable first: *i*, *ii*.

***

*i*
Below is the ion C4H10N with charge +1, with properties calculated with wB97M-V/def2-TZVPD.

XYZ file:
```
15
Properties=species:S:1:pos:R:3:lowdin_charge:R:1
C 1.565 0.767 -0.696 -0.010
C -1.067 -1.635 0.574 0.001
H -1.837 -0.980 1.003 0.095
H -0.925 1.118 1.440 0.168
H -0.757 -2.306 1.257 0.056
H -1.574 -2.281 -0.166 0.124
C -0.655 1.329 0.315 0.046
H 1.984 1.578 -0.200 0.086
H 1.479 1.192 -1.838 0.181
H 2.249 0.009 -0.784 0.068
H -1.490 1.385 -0.282 0.088
H 0.790 -1.743 -0.479 0.180
H -0.129 2.168 0.210 0.049
N 0.272 0.340 -0.267 -0.135
C 0.093 -0.939 -0.085 0.002
```

Computed properties:
- charge = +1
- Kohn-Sham gap (eV) = 11.44
- SMILES string = CC=[N+](C)C

***

*ii*
Below is a cluster of 2 separate species, C4H10N in total, with properties calculated with wB97M-V/def2-TZVPD.

XYZ file:
```
15
Properties=species:S:1:pos:R:3:lowdin_charge:R:1
H 3.226 -0.013 0.350 0.040
H 2.851 1.290 -0.580 0.035
H -2.343 1.341 -0.287 0.094
H 1.699 0.156 -0.328 -0.054
H -0.004 -2.184 -1.753 0.126
H 0.058 1.334 0.564 0.137
C -0.208 -0.393 -0.660 0.181
C -0.140 -1.690 -0.783 0.145
H -2.653 -0.164 0.587 0.100
H -0.279 -0.145 1.431 0.185
H -2.293 1.381 1.468 0.095
N 2.489 0.634 0.094 0.058
C -2.045 0.768 0.599 -0.067
H -0.165 -2.343 0.082 0.144
C -0.557 0.409 0.515 -0.221
```

Computed properties:
- charge = +1
- Kohn-Sham gap (eV) = 5.41

***

Ranked by calculated energy, most stable first: *i*, *ii*.

***

*i*
Below is a cluster of 2 separate species, C4H10N in total, with properties calculated with wB97M-V/def2-TZVPD.

XYZ file:
```
15
Properties=species:S:1:pos:R:3:lowdin_charge:R:1
C -0.833 1.108 1.226 -0.080
H 0.298 -0.323 0.207 0.065
H 3.383 -0.122 -1.561 0.154
C -0.885 -0.275 0.509 -0.193
H -2.519 -0.280 -1.056 0.082
H -1.315 -1.647 -1.168 0.105
H -1.161 -0.993 1.240 0.105
H -1.817 1.381 1.568 0.080
N 1.502 -0.295 -0.687 0.210
H 3.309 -0.604 0.354 0.116
H -0.152 1.024 2.088 0.077
C 2.823 -0.369 -0.601 0.093
H -0.232 1.959 0.533 0.153
C -1.494 -0.551 -0.920 -0.059
H -0.906 -0.014 -1.733 0.092
```

Computed properties:
- charge = +1
- Kohn-Sham gap (eV) = 7.38

***

*ii*
Below is the ion C4H10N with charge +1, with properties calculated with wB97M-V/def2-TZVPD.

XYZ file:
```
15
Properties=species:S:1:pos:R:3:lowdin_charge:R:1
H -1.355 -1.192 0.964 0.208
H 0.936 -1.992 0.233 0.140
C 0.414 1.054 0.480 -0.202
H -1.404 1.317 -0.597 0.137
C 1.191 0.172 -0.443 -0.164
H -1.785 -1.087 -0.566 0.151
H -1.656 0.952 1.228 0.155
H 0.708 2.154 0.259 0.175
N -1.026 -0.796 0.012 0.082
H 0.617 0.859 1.434 0.072
C 0.464 -1.191 -0.367 -0.049
H 2.243 0.022 -0.233 0.124
H 1.330 0.710 -1.390 0.130
H 0.366 -1.746 -1.299 0.120
C -1.045 0.763 0.285 -0.078
```

Computed properties:
- charge = +1
- Kohn-Sham gap (eV) = 12.65
- SMILES string = C1CC[NH2+]C1

***

*iii*
Below is the ion C4H10N with charge +1, with properties calculated with wB97M-V/def2-TZVPD.

XYZ file:
```
15
Properties=species:S:1:pos:R:3:lowdin_charge:R:1
C 1.007 1.240 -0.055 -0.023
H -1.464 -0.760 -1.530 0.135
H -2.096 -0.847 0.924 0.106
C -1.792 0.108 0.429 0.133
C -1.063 0.015 -0.848 -0.277
H -1.042 0.912 -1.489 0.126
H 0.882 -1.643 1.243 0.247
C 0.198 -0.007 -0.148 -0.351
H 0.198 -2.078 -0.096 0.163
H 1.789 -1.239 -0.028 0.163
H -1.784 1.047 0.872 0.061
H 0.804 1.887 -0.968 0.120
N 0.787 -1.298 0.156 0.192
H 2.104 0.869 -0.062 0.115
H 0.800 1.758 0.883 0.090
```

Computed properties:
- charge = +1
- Kohn-Sham gap (eV) = 8.78

***

*iv*
Below is a cluster of 2 separate species, C4H10N in total, with properties calculated with wB97M-V/def2-TZVPD.

XYZ file:
```
15
Properties=species:S:1:pos:R:3:lowdin_charge:R:1
H -1.331 0.529 1.877 0.082
H -1.301 0.810 -2.286 0.088
C 0.664 1.783 -1.635 0.002
H -0.527 -0.169 -0.529 0.082
H 0.336 0.959 1.355 0.123
N -0.638 -0.708 0.419 -0.019
H -0.023 -0.292 2.416 0.067
H 1.123 -1.728 -0.009 0.109
H 1.063 2.502 -2.312 0.091
C -0.420 1.150 -1.790 0.150
H 0.448 -2.034 1.410 0.095
C 0.157 -1.854 0.406 -0.067
H -0.380 -2.596 -0.180 0.124
H 1.248 1.495 -0.724 0.099
C -0.418 0.152 1.582 -0.029
```

Computed properties:
- charge = +1
- Kohn-Sham gap (alpha / beta) (eV) = 5.91 / 9.58

***

Ranked by calculated energy, most stable first: *ii*, *iii*, *iv*, *i*.